Version A
Here is one molecule with the formula C3H7NS from OMol25. Energies are from ωB97M-V/def2-TZVPD.

Output
- SMILES string: N[C@H]1C[C@H]1S
- HOMO energy: -8.5 eV

Element x y z (Å)
N  -0.73  1.79  -0.17
C  -0.04  0.90  -0.96
C  1.36  0.51  -0.49
C  0.26  -0.51  -0.53
S  -0.42  -1.29  0.97
H  -1.65  2.16  -0.29
H  -0.53  1.66  0.81
H  -0.14  1.14  -1.99
H  2.15  0.37  -1.27
H  1.68  0.75  0.52
H  0.28  -1.17  -1.39
H  0.52  -2.27  1.08

***

Version B
Here is one molecule with the formula C3H7NS from OMol25. Energies are from ωB97M-V/def2-TZVPD.

Output
- SMILES string: [H]/N=C(/C)SC
- HOMO energy: -8.7 eV

Element x y z (Å)
H  0.30  -1.82  0.00
N  1.02  -1.23  -0.13
C  0.82  -0.03  -0.22
C  1.83  1.05  -0.02
S  -1.15  0.96  -0.20
C  -2.15  -0.53  0.01
H  2.55  0.78  0.67
H  1.34  1.89  0.54
H  2.41  1.48  -0.87
H  -3.15  -0.17  0.01
H  -1.78  -1.07  1.00
H  -2.04  -1.31  -0.78

***

Stability, lowest: version B

***

Version A
Here is C3H7NS as an isolated structure from OMol25. Energies are from ωB97M-V/def2-TZVPD.

Output
- HOMO energy: -8.2 eV

Element x y z (Å)
C  -1.91  -0.55  -1.42
C  -1.39  -0.36  0.11
C  2.21  0.68  1.16
H  -1.41  -1.73  -1.58
H  -1.23  0.48  -1.99
H  -3.24  -0.19  -1.82
H  -1.80  0.88  0.18
H  -1.51  -1.07  1.27
H  2.76  0.58  2.02
H  2.73  1.72  0.22
N  0.97  -0.04  1.27
S  0.22  0.06  -0.39

***

Version B
Here is one molecule with the formula C3H7NS from OMol25. Energies are from ωB97M-V/def2-TZVPD.

Output
- SMILES string: C=NSCC
- HOMO energy: -8.5 eV

Element x y z (Å)
C  0.70  0.68  2.65
N  0.70  -0.13  1.68
S  0.74  0.68  0.17
C  -0.60  -0.26  -0.61
C  -0.22  -0.51  -2.09
H  0.65  0.34  3.71
H  0.66  1.75  2.44
H  -1.60  0.23  -0.47
H  -0.62  -1.20  0.02
H  0.77  -1.04  -2.19
H  -0.14  0.45  -2.65
H  -1.03  -1.00  -2.64

***

Version C
Here is C3H7NS as an isolated structure from OMol25. Energies are from ωB97M-V/def2-TZVPD.

Output
- HOMO energy: -8.5 eV

Element x y z (Å)
C  -0.34  -0.12  0.26
C  0.16  -0.75  -0.94
C  -0.22  1.42  -0.20
H  1.32  -1.21  1.08
H  -0.43  -0.54  2.34
H  -1.27  -0.59  0.62
H  1.36  -1.14  -1.11
H  -0.61  -1.42  -1.44
H  0.73  1.77  0.04
H  -1.24  1.89  -0.09
N  0.70  -0.17  1.35
S  -0.17  0.85  -1.92

***

Stability, lowest: version A

***

Version A
Here is a 2-piece molecular cluster, CH9N3 overall from OMol25. Energies are from ωB97M-V/def2-TZVPD.

Output
- SMILES string: NCN.N
- HOMO energy: -9.4 eV

Element x y z (Å)
N  -0.27  -0.67  1.89
C  0.73  -1.00  0.81
N  0.15  -1.99  -0.07
H  -0.97  -0.07  1.46
H  0.29  0.02  2.43
H  1.68  -1.24  1.30
H  1.00  -0.03  0.35
H  -0.66  -1.46  -0.38
H  0.61  -2.25  -0.94
N  -0.80  2.41  -1.64
H  0.20  2.59  -1.67
H  -0.81  1.62  -1.00
H  -1.16  2.08  -2.53

***

Version B
Here is a 2-piece molecular cluster, CH9N3 overall from OMol25. Energies are from ωB97M-V/def2-TZVPD.

Output
- SMILES string: NCN.N
- HOMO energy: -8.6 eV

Element x y z (Å)
N  -0.27  -0.67  0.13
C  -1.67  -0.36  0.21
N  -1.95  0.72  1.15
H  0.07  -1.05  -0.74
H  0.34  -0.71  0.92
H  -1.99  -0.09  -0.79
H  -2.34  -1.18  0.50
H  -1.87  0.37  2.09
H  -1.29  1.47  1.02
N  2.69  0.09  -0.95
H  3.48  0.09  -1.59
H  2.88  0.95  -0.41
H  1.92  0.37  -1.53

***

Version C
Here is a 2-piece molecular cluster, CH9N3 overall from OMol25. Energies are from ωB97M-V/def2-TZVPD.

Output
- SMILES string: NCN.N
- HOMO energy: -9.3 eV

Element x y z (Å)
N  0.54  1.28  -0.84
C  0.22  0.23  -1.82
N  -1.24  -0.03  -1.92
H  -0.16  1.98  -0.95
H  0.42  0.88  0.07
H  0.52  0.69  -2.76
H  0.76  -0.68  -1.58
H  -1.35  -0.55  -2.78
H  -1.53  -0.66  -1.19
N  0.42  -0.72  3.15
H  0.45  -1.71  3.34
H  -0.33  -0.37  3.73
H  1.29  -0.35  3.55

***

Version D
Here is a 2-piece molecular cluster, CH9N3 overall from OMol25. Energies are from ωB97M-V/def2-TZVPD.

Output
- SMILES string: NCN.N
- HOMO energy: -8.9 eV

Element x y z (Å)
N  2.24  -1.40  0.12
C  1.25  -0.37  -0.02
N  -0.13  -0.81  0.23
H  2.21  -1.94  0.99
H  2.27  -2.02  -0.68
H  1.55  0.40  0.70
H  1.24  0.02  -1.03
H  -0.87  -0.23  -0.13
H  -0.28  -0.89  1.21
N  -2.23  1.63  -0.11
H  -3.17  1.31  -0.35
H  -1.75  1.65  -1.00
H  -2.35  2.63  0.07

***

Stability, lowest: version A

***

Version A
Here is a 2-piece molecular cluster, C4H7N3O2 overall from OMol25. Energies are from ωB97M-V/def2-TZVPD.

Output
- HOMO energy: -7.9 eV

Element x y z (Å)
C  0.55  1.04  -0.41
C  -1.59  0.62  0.01
C  0.23  -0.79  0.47
N  0.59  -1.72  -0.48
N  0.97  -0.78  1.62
C  -1.22  -0.51  0.60
O  0.58  1.00  -1.78
N  -2.29  1.62  -0.18
O  1.20  1.85  0.20
H  1.15  1.73  -2.10
H  0.79  0.01  2.23
H  1.79  -1.36  1.73
H  0.08  -1.63  -1.34
H  1.59  -1.84  -0.62
H  -2.54  1.88  -1.13
H  -1.87  -1.13  1.19

***

Version B
Here is C4H7N3O2 as an isolated structure from OMol25. Energies are from ωB97M-V/def2-TZVPD.

Output
- HOMO energy (spin up / spin down): -7.9 / -7.9 eV

Element x y z (Å)
C  1.32  0.12  -0.21
C  0.47  1.10  0.22
C  -1.09  -0.06  -0.24
N  -1.90  -0.36  0.82
C  0.59  -1.12  -0.32
O  2.66  0.19  -0.48
O  0.43  -1.93  0.78
N  0.37  2.34  0.34
N  -1.58  0.24  -1.37
H  2.87  1.09  -0.78
H  0.82  -1.49  1.54
H  -2.84  -0.63  0.57
H  -1.50  -0.90  1.57
H  -0.44  2.70  0.83
H  -0.86  0.44  -2.06
H  0.69  -1.74  -1.21

***

Version C
Here is one molecule with the formula C4H7N3O2 from OMol25. Energies are from ωB97M-V/def2-TZVPD.

Output
- SMILES string: O/N=C1/NCC=CN1O
- HOMO energy: -8.7 eV

Element x y z (Å)
O  1.23  1.47  -2.20
N  -0.08  1.04  -1.92
C  -0.16  0.32  -0.90
N  -1.34  0.15  -0.12
C  -1.59  -0.86  0.97
C  -0.25  -1.22  1.38
C  0.89  -0.76  0.80
N  1.11  0.05  -0.35
O  1.62  1.41  0.25
H  0.86  1.64  -3.31
H  -2.35  0.52  -0.47
H  -2.10  -0.43  1.97
H  -2.37  -1.83  0.75
H  0.24  -1.94  2.17
H  1.74  -1.17  1.46
H  2.55  1.61  -0.46

***

Stability, lowest: version C

***

Version A
Here is a 2-piece molecular cluster, C3H10S overall from OMol25. Energies are from ωB97M-V/def2-TZVPD.

Output
- SMILES string: CSC.C
- HOMO energy: -8.6 eV

Element x y z (Å)
C  -1.03  0.18  1.41
S  0.50  1.28  1.27
C  -0.01  2.14  -0.24
H  -1.07  -0.56  0.67
H  -1.89  0.81  1.37
H  -1.16  -0.27  2.37
H  0.93  2.25  -0.80
H  -0.68  1.54  -0.88
H  -0.54  3.06  -0.02
C  0.95  -2.08  -1.09
H  2.00  -2.21  -1.58
H  0.67  -2.99  -0.46
H  0.21  -1.76  -1.81
H  1.13  -1.38  -0.20

***

Version B
Here is a 2-piece molecular cluster, C3H10S overall from OMol25. Energies are from ωB97M-V/def2-TZVPD.

Output
- SMILES string: CCS.C
- HOMO energy: -9.0 eV

Element x y z (Å)
C  1.26  -1.07  -0.41
C  -0.16  -1.49  -0.71
S  -0.67  -2.87  0.37
H  2.00  -1.87  -0.41
H  1.35  -0.56  0.54
H  1.63  -0.34  -1.13
H  -0.84  -0.67  -0.58
H  -0.25  -1.78  -1.75
H  -1.27  -3.61  -0.57
C  -0.61  2.88  0.94
H  -0.21  3.85  1.18
H  -1.27  2.48  1.69
H  0.23  2.19  0.84
H  -1.17  2.83  0.00

***

Stability, lowest: version A